Record 1
This record from the Open Molecules 2025 dataset describes a structure of composition C53H38ClCsN3O2P2SSe in a non-equilibrium geometry. The level of theory is ωB97M-V/def2-TZVPD.

Summary:
Maximum force in hartree/bohr: 0.0868
Net charge: -1
Energy in hartree: -6319.7381
LUMO in eV: 0.285
HOMO in eV: -4.4

The geometry in XYZ format:
```
102
C53H38ClCsN3O2P2SSe (ωB97M-V/def2-TZVPD)
Cs 11.9953 10.1058 10.8411
Cl 5.4774 13.9509 6.7555
C 6.8223 13.1363 7.4033
C 8.0864 13.7695 7.4562
C 9.2168 13.0993 7.9202
C 9.1756 11.9298 8.7692
O 10.2248 11.4936 9.3272
C 7.8271 11.3631 8.8057
C 7.4406 10.4786 9.8950
N 8.2640 10.0408 10.8052
C 7.9179 9.5367 12.0097
C 6.9311 10.0867 12.8241
C 6.7252 9.6439 14.1307
C 7.3733 8.4759 14.5964
C 8.3229 7.8002 13.8058
C 8.9967 6.5684 14.0804
C 9.9794 6.0439 13.2894
C 10.4100 6.8012 12.1694
N 9.7522 7.9391 11.8264
C 8.7243 8.4137 12.5290
C 6.8015 11.8029 7.9082
H 8.0792 14.7462 7.0136
H 10.2122 13.5091 7.7697
H 6.3758 10.2318 9.8271
H 6.3390 10.8582 12.3175
H 6.0597 10.1961 14.7551
H 7.1327 8.1099 15.5834
H 8.6932 5.9675 14.9198
H 10.3566 5.0350 13.4630
H 11.2043 6.4574 11.5065
H 5.9707 11.1494 7.6615
O 16.8101 11.5516 13.2298
S 15.4747 10.9889 12.8160
C 14.5629 10.8509 14.4147
C 15.0936 9.9759 15.3704
C 14.2618 9.0135 15.9149
C 12.8965 9.0596 15.5980
C 12.3844 10.1988 14.9997
C 13.2048 11.3139 14.6847
P 12.3746 12.9024 14.8651
C 12.6710 13.8229 13.3277
C 11.6357 13.8890 12.3871
C 11.7408 14.7298 11.2776
C 12.9120 15.5018 11.0897
C 13.9144 15.3914 12.0523
C 13.8426 14.5509 13.1345
C 13.1809 13.9802 16.0891
C 13.8248 13.5012 17.2167
C 14.0099 14.3160 18.3580
C 13.6673 15.6398 18.3375
C 13.2132 16.2005 17.1205
C 13.0394 15.3932 16.0117
C 15.8866 9.3059 12.1903
C 16.1812 8.2978 13.1199
C 16.0035 6.9603 12.8076
C 15.6275 6.5880 11.5190
C 15.5421 7.5466 10.5339
C 15.8385 8.9495 10.8056
P 16.7067 9.7937 9.4440
C 15.4987 10.3796 8.2540
C 14.3063 9.6601 7.9800
C 13.5113 10.0281 6.8796
C 13.8650 11.0924 6.0226
C 15.0494 11.7630 6.3110
C 15.8632 11.4684 7.3911
C 17.3641 11.3315 10.1193
C 18.7613 11.4429 10.2268
C 19.3517 12.6513 10.5851
C 18.5809 13.8018 10.6469
C 17.1933 13.7068 10.4502
C 16.5698 12.4770 10.2230
H 16.1825 10.0000 15.6286
H 14.6168 8.3418 16.6832
H 12.2109 8.2740 15.8508
H 11.2967 10.3270 14.8168
H 10.6965 13.3219 12.5817
H 10.9628 14.6816 10.5294
H 13.0011 16.1363 10.2351
H 14.7963 16.0011 11.9242
H 14.5903 14.4108 13.9227
H 14.2244 12.4918 17.0947
H 14.4224 13.8351 19.2763
H 13.8616 16.3118 19.1928
H 12.9795 17.2529 17.0520
H 12.7607 15.8273 15.0221
H 16.5521 8.6111 14.1053
H 16.2858 6.1661 13.4960
H 15.4240 5.5927 11.1982
H 15.2850 7.2812 9.5119
H 14.0218 8.8420 8.6248
H 12.5799 9.5220 6.8114
H 13.2194 11.4005 5.1832
H 15.3566 12.6132 5.7262
H 16.7042 12.1146 7.5829
H 19.3725 10.5360 9.9479
H 20.4020 12.6263 10.7927
H 18.9846 14.8259 10.7870
H 16.5318 14.5792 10.4561
H 15.4708 12.3912 10.1385
Se 12.4936 5.6138 8.8945
C 11.5971 7.1427 8.3611
N 11.0860 8.2190 8.1696
```

Atom charges from the Mulliken analysis, given in e for atoms 1 to 5: Cs 0.819; Cl -0.265; C 0.201; C -0.487; C -0.547

Record 2
This record from the Open Molecules 2025 dataset describes a structure of composition C53H41AsF6N5O6Sc in a non-equilibrium geometry. The level of theory is ωB97M-V/def2-TZVPD.

Summary:
Maximum force in hartree/bohr: 0.0246
Multiplicity: 2
Net charge: -1
Expectation value of S²: 0.755
Energy in hartree: -6365.4445
LUMO (spin up / spin down) in eV: 1.972 / 1.250
HOMO (spin up / spin down) in eV: -5.5 / -5.5

The geometry in XYZ format:
```
113
C53H41AsF6N5O6Sc (ωB97M-V/def2-TZVPD)
Sc 0.4636 -0.4519 0.5629
O -7.8074 1.7262 1.6285
C -7.3237 1.5792 0.4920
O -7.8452 1.5244 -0.6342
C -5.7631 1.4375 0.4831
C -5.0208 1.6819 1.6229
C -3.6383 1.5204 1.5912
N -2.9594 1.1082 0.5080
C -3.6766 0.9171 -0.6027
C -5.0680 1.0665 -0.6472
C -3.0665 0.5722 -1.9178
C -3.2425 1.3401 -2.9997
C -3.9721 -0.2759 -4.9397
C -3.1530 -1.5762 -4.6438
C -1.2475 -1.0420 -2.7161
N -2.6069 -0.7456 -2.2241
C -2.9243 1.8271 2.8545
C -3.3383 2.8822 3.6807
C -2.7363 3.0580 4.9090
C -1.6851 2.2284 5.2884
C -1.3221 1.3017 4.3501
N -1.9062 1.0590 3.2201
H -5.5369 1.9716 2.5276
H -5.6073 0.8808 -1.5635
H -3.6650 2.3353 -2.9973
H -4.1120 -0.0235 -5.9948
H -2.5401 -1.8783 -5.4960
H -1.0531 -2.1062 -2.6024
H -4.1099 3.5577 3.3430
H -3.0472 3.8621 5.5617
H -1.1487 2.3510 6.2179
H 0.6292 0.9576 4.1247
O 0.5325 -1.0136 -1.2361
C 0.0616 -0.3371 -2.3441
C -0.0398 1.1988 -1.9781
C 1.3363 1.6070 -1.5297
C 2.2155 2.3204 -2.3288
C 3.5220 2.4764 -1.9017
C 3.9283 1.9031 -0.7078
C 2.9906 1.2390 0.0683
C 3.3389 0.6335 1.4006
C 3.2944 -0.9250 1.3907
O 2.0625 -1.3588 0.9422
C 4.4291 -1.4307 0.4939
C 4.1317 -2.2064 -0.6181
C 5.1409 -2.6163 -1.4800
C 6.4584 -2.2656 -1.2271
C 6.7658 -1.5238 -0.0934
C 5.7576 -1.1145 0.7650
C 3.4756 -1.4850 2.8107
C 3.2130 -2.8451 2.9840
C 3.2306 -3.4172 4.2425
C 3.5160 -2.6382 5.3600
C 3.7950 -1.2932 5.1960
C 3.7754 -0.7180 3.9276
N 1.7234 1.1192 -0.3459
C 1.0414 -0.4331 -3.5221
C 0.6502 -0.1535 -4.8270
C 1.5807 -0.1601 -5.8577
C 2.9133 -0.4464 -5.5980
C 3.3070 -0.7392 -4.2997
C 2.3751 -0.7342 -3.2738
C -2.3198 -0.7324 -3.6688
C -2.8510 0.5861 -4.2342
C -5.2911 -0.2452 -4.2289
C -5.7544 -1.2702 -3.5167
C -5.0629 -2.5609 -3.4645
C -3.8846 -2.7379 -4.0564
H -0.7515 1.3113 -1.1525
H -0.3784 1.7828 -2.8305
H 1.8806 2.7288 -3.2726
H 4.2272 3.0374 -2.5021
H 4.9517 1.9852 -0.3684
H 2.5968 0.9515 2.1319
H 4.3163 0.9921 1.7165
H 3.0946 -2.4677 -0.7886
H 4.8956 -3.2095 -2.3529
H 7.2442 -2.5723 -1.9065
H 7.7966 -1.2678 0.1201
H 6.0103 -0.5536 1.6585
H 2.9673 -3.4353 2.1104
H 3.0147 -4.4728 4.3569
H 3.5199 -3.0819 6.3478
H 4.0243 -0.6815 6.0606
H 3.9934 0.3397 3.8288
H -0.3859 0.0742 -5.0420
H 1.2624 0.0581 -6.8703
H 3.6376 -0.4418 -6.4033
H 4.3445 -0.9591 -4.0750
H 2.6690 -0.9599 -2.2591
H -2.2406 1.1475 -4.9445
H -5.8670 0.6700 -4.3181
H -6.7011 -1.1824 -2.9964
H -5.5687 -3.3817 -2.9711
H -3.3952 -3.7049 -4.0757
F 0.5016 1.9367 1.8834
As 0.8084 3.6994 2.1142
F 2.4553 3.2866 2.5203
F 1.2629 3.9461 0.4803
F 1.0829 5.3705 2.4677
F -0.8480 3.9628 1.7350
F 0.4067 3.4200 3.7986
O -1.1039 -1.8381 1.0232
C -0.9198 -1.7519 2.2522
C -1.6885 -2.4760 3.3365
C -1.2174 -1.7598 4.6110
C -0.0719 -0.9214 4.0878
O -0.0925 0.5100 4.6202
N 0.0062 -0.9237 2.7494
H -1.4127 -3.5309 3.3202
H -2.7592 -2.3979 3.1541
H -0.8936 -2.4455 5.3931
H -2.0030 -1.1216 5.0210
```

Atom charges from the Mulliken analysis, given in e for atoms 1 to 5: Sc 0.272; O -0.747; C 0.554; O -0.713; C -1.108